Entry 1:
56
Properties=species:S:1:pos:R:3 method="wB97M-V/def2-TZVPD" relative_energy_kcal_mol=0.0 charge=+2 molar_mass_g_mol=591.8 multiplicity=2 s_squared=0.75
Ti -0.459 -0.056 0.488
Cl -1.172 4.512 3.427
Cl -3.545 3.044 4.255
Cl -0.939 2.354 5.368
S -1.747 2.661 -0.840
S -2.698 -1.294 0.665
O 0.456 -1.023 1.929
O 1.260 0.920 0.849
O -1.167 1.239 -0.956
N -1.429 1.233 2.028
N 1.284 0.232 -2.428
N -3.284 -3.608 -0.441
N 0.449 -1.405 -1.009
N 1.597 -0.638 2.402
N 2.008 0.391 1.797
N -2.701 -1.957 -1.921
C -3.498 2.437 -1.114
C 0.290 -2.720 -0.716
C 4.297 0.223 2.593
C -2.895 -2.369 -0.669
C 3.252 1.018 2.152
C -1.810 2.952 3.956
C 5.599 2.227 2.867
C -1.593 1.991 2.868
C 1.072 -3.379 -2.853
C -1.289 3.423 -2.388
C 1.295 -2.061 -3.152
C 5.480 0.847 2.956
C 1.009 -1.077 -2.186
C 3.344 2.396 2.049
C 0.574 -3.729 -1.590
C 4.537 2.998 2.414
C -3.568 -4.596 -1.473
H 6.312 0.252 3.304
H -4.475 -4.343 -2.024
H -0.082 -2.927 0.281
H -3.447 -3.847 0.526
H -3.675 2.022 -2.105
H -3.985 3.406 -1.006
H -3.710 -5.562 -0.998
H 4.637 4.073 2.348
H -1.838 4.361 -2.477
H 1.895 0.437 -3.201
H -3.852 1.755 -0.342
H 1.716 -1.763 -4.102
H 0.442 -4.760 -1.296
H -0.221 3.628 -2.357
H -2.724 -4.679 -2.160
H -1.533 2.748 -3.205
H 1.375 0.845 -1.632
H 4.187 -0.850 2.651
H 1.309 -4.143 -3.581
H -2.460 -0.992 -2.076
H -2.914 -2.533 -2.719
H 6.527 2.705 3.150
H 2.505 2.978 1.694

Entry 2:
20
Properties=species:S:1:pos:R:3 method="wB97M-V/def2-TZVPD" relative_energy_kcal_mol=91.6 molar_mass_g_mol=142.2
O -4.003 -0.359 0.015
O -2.805 -2.156 0.714
N -1.339 -0.328 1.980
N -1.460 0.058 0.835
C -3.380 -1.225 0.396
C 0.231 1.641 -0.061
C -0.815 -0.121 -1.495
C 0.856 -0.666 0.189
C -0.297 0.153 -0.076
C -1.110 -0.413 3.128
H 1.763 -0.198 -0.156
H -0.600 2.243 0.169
H 0.998 -0.939 1.218
H -1.481 -0.948 -1.386
H 0.831 1.667 0.789
H 0.988 1.825 -0.891
H -1.313 0.805 -1.801
H 0.705 -1.708 -0.155
H -1.019 -1.284 3.823
H -0.020 -0.364 -2.126

Entry 3:
19
Properties=species:S:1:pos:R:3 method="wB97M-V/def2-TZVPD" relative_energy_kcal_mol=71.0 molar_mass_g_mol=104.2 smiles=NC[C@@H](N)CCO
O -1.835 0.606 -1.734
N -0.143 -1.165 -0.755
N 1.651 -1.523 1.750
C 0.283 -0.055 0.166
C -0.506 1.384 0.102
C -0.897 1.569 -1.324
C 0.369 -0.614 1.569
H -0.414 -1.312 1.645
H 0.719 -1.439 -1.298
H 0.096 2.273 0.285
H -0.710 -2.033 -0.727
H -1.442 1.405 0.751
H -0.097 1.525 -2.072
H 1.367 0.170 -0.202
H 1.607 -2.305 1.044
H 0.156 0.137 2.366
H -1.474 2.583 -1.368
H -1.177 -0.283 -1.688
H 2.448 -0.924 1.489